# 1
DFT (ωB97M-V with the def2-TZVPD basis set) results for a molecular structure, C20H17IrN6O5S2.

Structure (XYZ):
```
51
Properties=species:S:1:pos:R:3:lowdin_charge:R:1
Ir -0.4061 -0.4417 0.0814 1.51
N 0.4311 -1.9324 -2.8538 0.15
C -0.4046 -0.8888 -2.9335 -0.64
N -0.8496 -0.2137 -1.8765 -0.11
C -1.7186 0.8240 -2.2443 -0.30
C -1.9084 0.9336 -3.5676 -0.27
S -1.0205 -0.2827 -4.4146 1.19
C -2.2206 1.5743 -1.1074 -0.31
C -3.0809 2.5968 -0.9904 -0.27
S -3.2583 3.0596 0.6665 1.19
C -2.1359 1.8528 1.1424 -0.66
N -1.6784 1.1429 0.1120 -0.13
N -1.7264 1.6768 2.4037 0.15
H 0.5622 -2.4019 -1.9730 0.08
H 0.7038 -2.4268 -3.6881 0.13
H -2.5215 1.6362 -4.1079 0.11
H -3.6397 3.1030 -1.7606 0.11
H -2.1358 2.2149 3.1510 0.13
H -1.2120 0.8490 2.6607 0.09
O 0.5620 -2.2872 0.3760 -0.12
C 0.3901 -2.2040 1.6392 -0.53
O -0.0717 -1.1052 2.0718 -0.08
C 0.6896 -3.3399 2.5467 -0.07
C 1.0275 -4.6108 1.9737 0.07
C 1.3029 -5.7158 2.7347 0.09
C 1.2381 -5.5188 4.1143 -0.13
O 1.4503 -6.3806 5.0752 0.17
C 1.2624 -5.7122 6.3310 0.02
O 0.9168 -4.3562 5.9935 0.17
C 0.9047 -4.2555 4.6875 -0.13
C 0.6194 -3.1335 3.9045 0.14
H 1.0543 -4.6881 0.8954 0.14
H 1.5512 -6.6784 2.3106 0.16
H 2.1972 -5.7179 6.8905 0.18
H 0.4339 -6.1727 6.8682 0.18
H 0.3639 -2.1811 4.3464 0.16
N 4.9765 -1.3081 -1.3233 0.20
C 4.9171 0.0320 -1.1547 -0.48
O 5.8330 0.7796 -1.3847 0.12
C 3.6079 0.6390 -0.6645 -0.06
C 3.6273 2.0074 -0.4096 0.07
C 2.4705 2.6349 0.0164 0.03
C 1.3187 1.8943 0.1682 -0.06
N 1.2988 0.5709 -0.0808 -0.09
C 2.4262 -0.0489 -0.4872 -0.04
H 5.8529 -1.6915 -1.6436 0.14
H 4.2498 -1.9456 -1.0636 0.09
H 4.5566 2.5430 -0.5595 0.15
H 2.4451 3.6949 0.2263 0.14
H 0.3964 2.3474 0.4912 0.11
H 2.3357 -1.1074 -0.6761 0.10
```

Its spin multiplicity is 2. The orbital gap (alpha / beta) comes out at 6.427 / 4.509 eV. As for the expectation value of S²: 0.764. As for the total charge: +3. The value obtained for the strongest force on any atom is 0.69 eV Å⁻¹. The value obtained for the LUMO energy (alpha / beta) is -0.3621 / -0.4326 Ha. The value obtained for the relative energy (zero: lowest compared OMol25 entry of this formula, charge and spin) is 0.0 kcal/mol. The calculation puts the HOMO energy (alpha / beta) at -16.281 / -16.280 eV. As for the calculated total energy: -64678.951 eV. The molecular weight is 677.7 g mol⁻¹.

---

# 2
DFT (ωB97M-V with the def2-TZVPD basis set) results for 6 unconnected molecules or ions with the total composition C6H24N4O6 in a non-equilibrium geometry.

Structure (XYZ):
```
40
Properties=species:S:1:pos:R:3:lowdin_charge:R:1
N 1.9283 -2.6213 -1.5435 0.13
C 0.6532 -3.0755 -1.5713 -0.56
N -0.2873 -2.1308 -1.6181 0.15
O 0.4333 -4.4417 -1.3333 -0.16
H 2.6581 -3.3084 -1.2991 0.13
H 2.1431 -1.5933 -1.4297 0.07
H -1.2832 -2.3573 -1.4228 0.13
H -0.0883 -1.1510 -1.8841 0.07
N -0.6481 2.7312 1.7370 0.15
C -1.2116 2.3490 2.8436 -0.58
N -1.9647 3.2740 3.3098 0.15
O -1.0880 1.0237 3.4118 -0.17
H 0.0063 2.0683 1.2706 0.09
H -0.7499 3.5815 1.2431 0.10
H -2.3439 3.1722 4.2706 0.14
H -1.9535 4.2412 3.0352 0.11
C -1.3606 -2.0172 1.7667 -0.17
O -2.3936 -2.3093 2.6470 -0.13
H -0.5704 -2.3479 2.2399 0.03
H -1.4536 -0.9091 1.8235 0.07
H -1.4321 -2.3678 0.7292 0.07
H -2.4793 -1.6256 3.3583 0.10
C 1.8598 -0.2591 0.9429 -0.13
O 0.9974 0.7453 0.5237 -0.13
H 1.3400 -1.1861 1.0077 0.08
H 2.0574 -0.0018 1.9118 0.06
H 2.8315 -0.3627 0.4573 0.09
H 0.2284 0.3355 0.0948 0.05
C -1.6926 1.5771 -1.0904 -0.13
O -0.8875 0.7868 -1.9089 -0.13
H -1.1217 2.4727 -1.0267 0.07
H -1.6907 1.0582 -0.1334 0.08
H -2.6393 1.8834 -1.4816 0.09
H -0.4577 1.3701 -2.5104 0.06
C 2.1488 0.1066 -3.4110 -0.13
O 2.4533 0.2184 -2.0582 -0.11
H 2.1654 -0.8586 -3.7407 0.05
H 2.8849 0.7166 -3.9443 0.10
H 1.1339 0.4240 -3.5947 0.07
H 1.8747 0.7887 -1.6226 0.02
```

Its spin multiplicity is 1. The orbital gap comes out at 8.716 eV. As for the total charge: 0. The value obtained for the strongest force on any atom is 8.14 eV Å⁻¹. The value obtained for the LUMO energy is -0.0025 Ha. The value obtained for the relative energy (zero: lowest compared OMol25 entry of this formula, charge and spin) is 95.8 kcal/mol. The calculation puts the HOMO energy at -8.784 eV. As for the calculated total energy: -24853.021 eV. The molecular weight is 248.3 g mol⁻¹. The SMILES is NC(N)=O.NC(N)=O.CO.CO.CO.CO.

---

# 3
DFT (ωB97M-V with the def2-TZVPD basis set) results for a molecular structure, C30H74F3LiN8O16S in a non-equilibrium geometry.

Structure (XYZ):
```
133
Properties=species:S:1:pos:R:3:lowdin_charge:R:1
Li -4.5567 -3.6914 3.8689 0.91
C -0.4316 -1.2677 0.1060 -0.65
F 0.4877 -0.4426 -0.4155 0.11
F -1.2046 -0.4054 0.7713 0.10
F -1.0292 -1.9604 -0.8654 0.11
S 0.3463 -2.5434 1.3513 0.53
O 1.0560 -3.5737 0.5317 -0.39
O 1.3841 -1.8427 2.0858 -0.36
O -0.8958 -2.9956 2.1055 -0.44
C 8.1126 -2.2019 3.4171 -0.25
C 9.5658 -2.7337 3.3471 -0.22
O 10.1108 -3.0577 4.6383 -0.08
O 7.3170 -2.4178 2.2631 -0.07
H 8.1288 -1.1651 3.7531 0.11
H 7.5685 -2.7100 4.2133 0.12
H 10.3183 -2.1674 2.7985 0.11
H 9.5323 -3.6878 2.8211 0.12
H 10.2909 -2.2865 5.1809 0.08
H 6.3742 -2.4717 2.4358 0.09
C -2.9091 -8.9708 6.9134 -0.23
C -3.6056 -8.5044 5.6356 -0.23
O -4.5782 -7.4944 5.9040 -0.09
O -3.6336 -10.0385 7.5774 -0.06
H -2.8053 -8.0848 7.5398 0.12
H -1.8620 -9.2335 6.7625 0.12
H -4.1801 -9.3701 5.3060 0.11
H -3.0091 -8.1714 4.7862 0.12
H -4.9697 -7.6651 6.7638 0.08
H -3.6154 -10.7688 6.9545 0.08
C 3.8209 -8.3747 -3.4838 -0.24
C 4.1626 -8.4779 -4.9875 -0.22
O 5.4489 -8.9542 -5.4723 -0.06
O 4.4954 -7.2049 -3.0520 -0.08
H 4.2446 -9.2287 -2.9554 0.11
H 2.7934 -8.3992 -3.1210 0.11
H 4.0792 -7.4664 -5.3850 0.11
H 3.3717 -9.0664 -5.4526 0.11
H 6.0921 -8.3759 -5.0558 0.08
H 4.0564 -6.9233 -2.2460 0.08
C -7.3193 -2.2047 1.4587 -0.17
C -6.4685 -2.8870 0.3914 -0.31
O -5.7098 -3.8717 0.9099 -0.05
O -6.3302 -1.6364 2.3884 -0.12
H -8.0103 -2.9144 1.9137 0.12
H -7.8179 -1.3030 1.1030 0.12
H -5.9251 -2.0856 -0.1093 0.13
H -7.1356 -3.3742 -0.3197 0.13
H -5.1145 -4.2870 0.2817 0.11
H -5.9499 -0.8240 2.0465 0.09
C -0.4317 -5.8249 -7.1840 -0.77
O -0.5113 -6.5038 -8.2025 0.02
N -1.2276 -5.9148 -6.1017 0.15
N 0.3121 -4.7676 -7.2240 0.15
H -0.8855 -5.3607 -5.3297 0.10
H -1.7534 -6.7770 -6.0893 0.11
H 0.6412 -4.6807 -6.2730 0.10
H 0.6943 -4.3413 -8.0560 0.13
C 5.7054 -1.3004 -5.1748 -0.77
O 5.7796 -1.6381 -6.3581 0.01
N 4.7094 -0.6576 -4.6358 0.15
N 6.6462 -1.4640 -4.2689 0.15
H 4.5956 -0.7615 -3.6376 0.11
H 3.9599 -0.2279 -5.1590 0.12
H 6.6026 -0.7938 -3.5146 0.11
H 7.5155 -1.9317 -4.4828 0.12
C 2.6354 -7.5820 4.8261 -0.86
O 3.0963 -8.4070 5.5134 0.08
N 2.7460 -7.6140 3.6035 0.19
N 2.0124 -6.4663 5.3619 0.14
H 2.4249 -6.9511 2.9124 0.13
H 3.0262 -8.5300 3.2831 0.14
H 1.8001 -6.6543 6.3313 0.09
H 1.9377 -5.5453 4.9540 0.10
C 6.3996 6.7232 -1.5219 -0.01
C 6.3218 7.4493 -0.0845 -0.50
C 4.8983 8.0742 -0.0844 -0.16
C 3.8533 7.0362 0.1898 -0.21
C 4.1553 6.2680 1.4925 -0.15
C 5.5889 5.6210 1.5502 -0.39
N 6.6734 6.5951 1.1043 -0.12
O 7.9677 6.1176 1.1461 0.01
C 5.7945 5.4341 3.1425 -0.04
C 5.3488 4.1245 0.9173 -0.01
C 7.2479 8.5985 -0.0665 -0.06
H 7.4381 6.5798 -1.8204 0.07
H 6.1667 7.4706 -2.2804 0.08
H 5.8345 5.7916 -1.5542 0.07
H 4.8715 8.7317 0.7845 0.13
H 4.6366 8.4957 -1.0549 0.12
H 3.6438 6.3726 -0.6491 0.10
H 2.9379 7.6227 0.2683 0.11
H 3.3746 5.5250 1.6560 0.11
H 3.9320 6.9749 2.2915 0.11
H 6.8224 5.0749 3.1936 0.07
H 5.5796 6.3832 3.6335 0.07
H 5.0530 4.7011 3.4605 0.07
H 4.8019 4.3823 0.0104 0.05
H 6.2774 3.6705 0.5712 0.06
H 4.7630 3.4832 1.5758 0.08
H 6.9050 9.2120 -0.8997 0.09
H 8.2424 8.1561 -0.1243 0.08
H 7.2433 9.2190 0.8296 0.09
H 7.8753 5.4432 0.4691 0.09
C -10.7210 4.8152 0.1848 -0.06
C -9.6770 5.4245 -0.7681 -0.52
C -8.8566 6.3103 0.2687 -0.11
C -7.5957 6.7226 -0.5100 -0.18
C -6.8241 5.5392 -1.1332 -0.13
C -7.5507 4.5161 -2.1031 -0.48
N -8.9160 4.3827 -1.4850 -0.11
O -9.5742 3.4368 -2.2550 0.00
C -7.4588 5.1036 -3.6007 -0.01
C -6.7637 3.2591 -1.9929 -0.07
C -10.5716 6.2314 -1.6167 -0.06
H -10.2457 3.8977 0.5316 0.08
H -11.5557 4.3824 -0.3666 0.07
H -11.0397 5.5562 0.9179 0.09
H -9.4540 7.2167 0.3665 0.11
H -8.7937 5.9573 1.2980 0.11
H -6.8834 7.2198 0.1484 0.10
H -7.7589 7.5010 -1.2554 0.11
H -6.2129 4.9961 -0.4124 0.11
H -6.2104 6.0435 -1.8796 0.10
H -7.9758 6.0612 -3.5391 0.06
H -6.4398 5.2491 -3.9592 0.08
H -7.9671 4.4201 -4.2809 0.07
H -7.2902 2.6114 -2.6939 0.08
H -5.7136 3.2373 -2.2840 0.10
H -6.9629 2.8910 -0.9865 0.09
H -11.3647 5.6409 -2.0754 0.09
H -9.8465 6.6154 -2.3342 0.08
H -10.9321 7.1807 -1.2207 0.09
H -9.6143 2.7289 -1.6078 0.10
```

Its spin multiplicity is 1. The orbital gap comes out at 5.766 eV. As for the total charge: 0. The value obtained for the strongest force on any atom is 9.72 eV Å⁻¹. The value obtained for the LUMO energy is -0.0944 Ha. The calculation puts the HOMO energy at -8.336 eV. As for the calculated total energy: -96173.191 eV. The molecular weight is 899.0 g mol⁻¹.

---

# 4
DFT (ωB97M-V with the def2-TZVPD basis set) results for a single C3H4N2O2 molecule in a non-equilibrium geometry.

Structure (XYZ):
```
11
Properties=species:S:1:pos:R:3:lowdin_charge:R:1
C 0.8698 -0.1019 -0.0181 -0.72
C 0.3400 -1.3299 1.0514 0.07
N 0.9884 1.1200 0.6285 0.11
C -0.7881 -0.2284 -0.6518 -0.13
N -1.6084 0.6372 -0.2880 0.10
O 1.7184 -0.5702 -0.7830 0.00
O -0.0835 -2.3885 1.1177 0.21
H 0.1087 1.5952 0.7941 0.08
H 1.8332 1.6104 0.3707 0.11
H -2.5010 0.6447 -0.7850 0.07
H -0.8775 -0.9886 -1.4367 0.12
```

Its spin multiplicity is 1. The orbital gap comes out at 8.816 eV. As for the total charge: 0. The value obtained for the strongest force on any atom is 3.94 eV Å⁻¹. The value obtained for the LUMO energy is -0.0073 Ha. The value obtained for the relative energy (zero: lowest compared OMol25 entry of this formula, charge and spin) is 98.0 kcal/mol. The calculation puts the HOMO energy at -9.014 eV. As for the calculated total energy: -10248.017 eV. The molecular weight is 100.1 g mol⁻¹.

---

# 5
DFT (ωB97M-V with the def2-TZVPD basis set) results for 3 unconnected molecules or ions with the total composition C5H13NO2 in a non-equilibrium geometry.

Structure (XYZ):
```
21
Properties=species:S:1:pos:R:3:lowdin_charge:R:1
C -1.0205 -1.0888 0.5192 -0.01
C -0.9799 0.6289 0.3572 -0.55
C -2.3902 1.1025 0.0986 -0.06
O -0.2182 1.2629 1.0555 -0.04
H -0.2342 -1.6436 1.0203 0.04
H -1.3101 -1.4492 -0.4634 0.06
H -1.8564 -1.2366 1.1990 0.05
H -2.3897 2.1840 -0.0513 0.08
H -2.8072 0.5832 -0.7553 0.07
H -3.0053 0.9053 0.9769 0.08
C 2.5285 -0.2567 0.8659 -0.04
C 1.9974 -1.2734 -0.0819 -0.31
O 1.8336 -1.0895 -1.2771 -0.01
H 3.2975 0.3433 0.3785 0.09
H 2.9033 -0.7115 1.7787 0.08
H 1.7189 0.4244 1.1499 0.06
H 1.9039 -2.2947 0.3314 0.12
N -0.1532 0.8640 -1.5699 0.10
H 0.6637 0.2116 -1.5671 0.03
H 0.1917 1.8184 -1.5384 0.08
H -0.6735 0.7154 -2.4268 0.07
```

Its spin multiplicity is 1. The orbital gap comes out at 9.547 eV. As for the total charge: 0. The value obtained for the strongest force on any atom is 3.87 eV Å⁻¹. The value obtained for the LUMO energy is 0.0344 Ha. The value obtained for the relative energy (zero: lowest compared OMol25 entry of this formula, charge and spin) is 55.3 kcal/mol. The calculation puts the HOMO energy at -8.611 eV. As for the calculated total energy: -10979.480 eV. The molecular weight is 119.2 g mol⁻¹. The SMILES is CC(C)=O.CC=O.N.